## i
29
Properties=species:S:1:pos:R:3:mulliken_charge:R:1 method="wB97M-V/def2-TZVPD" lumo_ev=-3.7 smiles="C=C(C)[C@H]1CCC([NH3+])=C(C)C1" charge=+1
N 3.291 0.623 -0.119 -0.163
C -2.713 -0.511 1.267 -1.392
C -1.031 -0.009 -0.562 0.344
C 1.040 1.463 -0.798 -1.057
C -0.333 1.350 -0.124 -0.811
C 1.323 -0.708 0.254 0.873
C 2.101 -1.826 0.827 -2.132
C -3.567 0.416 -0.766 -1.369
C -2.416 -0.071 0.025 0.538
C -0.118 -1.083 -0.083 -1.237
C 1.892 0.385 -0.231 0.416
H -0.102 -1.989 -0.636 0.441
H 3.541 1.059 -0.995 0.413
H -0.800 2.400 -0.345 0.285
H 3.800 1.298 0.650 0.410
H -3.215 1.255 -1.361 0.338
H 1.393 -2.645 0.879 0.364
H 2.227 -1.441 1.935 0.335
H 3.030 -2.076 0.332 0.665
H 1.057 1.368 -1.902 0.438
H -0.437 -1.450 1.022 0.194
H -0.307 1.343 0.973 0.376
H 1.441 2.464 -0.704 0.504
H -3.876 -0.478 -1.345 0.279
H -4.306 0.703 -0.088 0.497
H -0.979 -0.174 -1.647 0.518
H -3.727 -0.468 1.511 0.395
H 3.715 -0.294 0.109 0.309
H -1.925 -0.905 1.922 0.231

## ii
29
Properties=species:S:1:pos:R:3:mulliken_charge:R:1 method="wB97M-V/def2-TZVPD" lumo_ev=-4.4 charge=+1
N 0.545 -0.176 -0.181 0.339
C -2.645 2.515 0.027 -0.968
C -2.527 1.232 0.153 0.828
C -2.534 -1.195 0.851 -0.929
C 1.516 -2.143 1.136 -1.104
C 1.693 2.019 0.394 -1.052
C -0.786 -0.706 -2.038 -1.679
C -2.288 0.052 0.529 -0.030
C 0.874 0.799 0.918 -0.451
C 1.207 -1.468 -0.200 -0.439
C -0.299 0.246 -1.045 -0.013
H -1.538 -1.428 -1.669 0.386
H -0.393 1.294 -1.162 0.766
H -3.413 2.669 -0.755 0.292
H 2.224 -1.280 -0.768 0.313
H -0.073 0.798 1.496 0.466
H -1.482 -0.097 -2.592 0.414
H 2.073 -1.582 1.957 0.377
H 0.036 -1.158 -2.668 0.437
H 2.370 1.563 -0.338 0.359
H 0.566 -2.515 1.595 0.256
H 0.706 -2.129 -0.945 0.350
H -1.884 3.190 0.299 0.352
H -3.300 -1.843 0.421 0.314
H 1.597 0.277 1.533 0.192
H 1.198 2.938 0.023 0.311
H 2.101 -3.140 0.864 0.339
H 2.240 2.289 1.420 0.335
H -1.885 -1.610 1.631 0.240

Question: which arrangement is favored energetically? Ranking from most to least stable: i, ii.

## i
8
Properties=species:S:1:pos:R:3:mulliken_charge:R:1 method="wB97M-V/def2-TZVPD" lumo_ev=3.7 charge=-1
S -1.414 0.848 0.148 -0.197
O 2.040 -0.560 0.190 -0.733
O 0.637 -2.474 -0.029 -0.477
O -1.380 2.641 0.168 -0.605
N 0.777 -0.971 0.227 0.350
C -0.259 -0.224 0.268 0.119
H 1.391 -2.660 -0.715 0.319
H -1.791 3.400 -0.257 0.224

## ii
8
Properties=species:S:1:pos:R:3:mulliken_charge:R:1 method="wB97M-V/def2-TZVPD" lumo_ev="3.1 / 3.2" charge=-1
S -0.536 -0.805 -0.602 0.593
O -0.144 -0.645 -1.964 -0.418
O -1.857 1.458 0.544 -0.654
O 1.310 -2.449 0.001 -0.844
N 0.202 0.451 0.151 -0.372
C -0.611 1.374 0.670 0.078
H -0.103 2.177 1.263 0.320
H 1.740 -1.560 -0.063 0.297

Question: which arrangement is favored energetically? Ranking from most to least stable: ii, i.

## i
17
Properties=species:S:1:pos:R:3:mulliken_charge:R:1 method="wB97M-V/def2-TZVPD" lumo_ev=0.7
S 2.547 -0.913 -0.164 -0.372
N 0.192 2.141 -0.255 -0.596
N 1.145 1.261 0.430 -0.137
N -0.283 -0.648 0.074 -0.226
C 1.003 -0.049 0.083 -0.028
C -2.728 -1.075 -0.134 -0.572
C -2.686 0.339 -0.439 -0.431
C -1.676 -0.250 0.706 -0.334
H 0.062 1.712 -1.192 0.295
H 2.189 1.549 0.476 0.290
H -3.514 0.850 0.100 0.280
H -2.107 -1.805 -1.079 0.251
H -3.478 -1.603 0.507 0.281
H -0.598 2.330 0.271 0.305
H -1.687 -0.274 1.756 0.445
H -2.135 0.425 -1.472 0.233
H -0.339 -1.645 0.216 0.315

## ii
17
Properties=species:S:1:pos:R:3:mulliken_charge:R:1 method="wB97M-V/def2-TZVPD" lumo_ev=0.1
S 1.818 -1.260 2.210 -0.244
N -0.367 -1.059 -0.697 -0.191
N -1.182 -0.108 -1.440 -0.340
N 0.637 -1.746 1.157 -0.384
C -1.360 2.158 -2.207 -0.656
C 0.456 -0.624 0.425 0.057
C -1.435 1.203 -1.093 -0.025
C -0.494 2.400 -0.873 -0.862
H 0.833 0.607 0.837 0.320
H 0.497 2.469 -1.152 0.392
H -2.134 1.278 -0.393 0.466
H -2.263 2.762 -2.402 0.237
H -0.632 2.239 -3.058 0.273
H -0.830 3.214 -0.133 0.209
H -1.098 -0.301 -2.698 0.330
H 0.810 -0.602 3.574 0.099
H -0.891 -1.935 -0.589 0.319

## iii
17
Properties=species:S:1:pos:R:3:mulliken_charge:R:1 method="wB97M-V/def2-TZVPD" lumo_ev=0.7 smiles="[H]/N=C(/N)[C@@H]1NC[C@@H]1S"
S -1.571 -1.798 0.331 -0.217
N 1.650 -0.263 1.443 -0.795
N -0.334 1.430 0.431 -0.541
N 2.241 -0.993 -0.636 -0.527
C 0.249 0.385 -0.484 -0.049
C -1.708 1.000 0.125 -0.579
C 1.373 -0.316 0.190 0.129
C -1.128 -0.304 -0.546 -0.004
H 0.536 0.757 -1.480 0.446
H -0.149 2.382 0.115 0.237
H 2.817 -1.654 -0.073 0.307
H -2.253 1.574 -0.622 0.289
H -1.413 -0.442 -1.618 0.299
H -0.792 -1.570 1.380 0.151
H 1.836 -1.366 -1.503 0.224
H -2.315 0.834 1.014 0.287
H 0.961 0.342 1.933 0.344

Question: which arrangement is favored energetically? Ranking from most to least stable: iii, i, ii.